Molecular formula: C32H35N2O8P3V
Method: DFT, ωB97M-V/def2-TZVPD

The geometry in XYZ format:
```
81
Properties=species:S:1:pos:R:3:mulliken_spin:R:1
V 2.16 1.36 0.61 2.982
N -0.40 5.35 0.06 0.001
C 0.16 4.27 0.97 -0.001
C 0.08 4.73 2.42 0.002
P 1.91 4.13 0.35 0.006
O 2.57 3.42 1.67 0.013
O 2.31 5.53 0.06 0.001
O 1.96 3.06 -0.70 -0.001
P -0.81 2.75 0.56 -0.006
O -2.12 2.86 1.51 0.000
O -0.01 1.58 1.07 0.088
O -1.24 2.99 -0.84 0.001
H 0.38 5.98 -0.19 0.000
H -1.16 5.86 0.49 0.000
H -0.76 4.83 -0.77 0.000
H 0.73 5.60 2.59 0.000
H 0.43 3.93 3.07 0.000
H -0.94 4.98 2.70 0.000
H 3.54 3.35 1.60 -0.001
H -2.02 2.33 2.30 0.001
O 1.70 0.11 2.45 0.014
C 1.66 -1.28 2.15 -0.001
C 1.79 -1.61 0.68 0.071
C 1.70 -2.93 0.25 0.001
C 1.88 -3.21 -1.09 0.015
C 2.15 -2.17 -1.97 -0.011
C 2.21 -0.89 -1.47 0.111
N 2.02 -0.62 -0.17 -0.144
H 0.82 0.49 2.30 -0.021
H 0.74 -1.73 2.54 -0.002
H 2.49 -1.74 2.68 -0.005
H 1.50 -3.72 0.97 0.000
H 1.82 -4.23 -1.45 0.000
H 2.31 -2.36 -3.02 -0.001
H 2.41 -0.03 -2.10 -0.009
C 7.21 1.11 0.10 0.021
C 6.48 0.00 0.52 -0.013
C 5.10 0.08 0.65 -0.025
C 4.36 1.25 0.37 -0.059
C 5.14 2.34 -0.06 -0.024
C 6.53 2.29 -0.19 -0.018
H 8.28 1.06 0.00 0.002
H 6.99 -0.93 0.75 -0.001
H 4.58 -0.81 0.99 0.006
H 4.66 3.28 -0.35 0.008
H 7.08 3.16 -0.53 -0.001
O -0.78 -0.48 -1.39 -0.002
P -1.95 -1.29 -0.99 -0.003
C -2.11 -2.79 -1.99 0.000
C -3.05 -3.79 -1.74 0.000
C -3.13 -4.90 -2.57 0.000
C -2.27 -5.01 -3.66 0.000
C -1.33 -4.02 -3.91 -0.001
C -1.25 -2.91 -3.08 0.001
C -3.51 -0.38 -1.16 0.001
C -4.71 -0.83 -0.63 0.000
C -5.87 -0.10 -0.82 0.000
C -5.83 1.09 -1.53 0.000
C -4.63 1.55 -2.05 0.000
C -3.46 0.82 -1.87 -0.001
C -1.93 -1.83 0.74 0.002
C -2.23 -0.89 1.72 0.002
C -2.12 -1.21 3.06 0.000
C -1.73 -2.49 3.44 0.000
C -1.43 -3.44 2.47 0.000
C -1.53 -3.11 1.12 0.000
H -3.73 -3.71 -0.90 0.000
H -3.86 -5.67 -2.38 0.000
H -2.33 -5.88 -4.31 0.000
H -0.66 -4.11 -4.76 0.000
H -0.52 -2.13 -3.25 0.001
H -4.75 -1.75 -0.05 0.000
H -6.81 -0.45 -0.40 0.000
H -6.74 1.67 -1.68 0.000
H -4.59 2.49 -2.59 0.000
H -2.51 1.19 -2.23 0.000
H -2.55 0.11 1.42 -0.003
H -2.36 -0.47 3.82 0.000
H -1.65 -2.75 4.49 0.000
H -1.13 -4.44 2.76 0.000
H -1.29 -3.85 0.37 0.000
```

The value obtained for the relative energy (zero: lowest compared OMol25 entry of this formula, charge and spin) is 4.2 kcal per mole. The calculation puts the LUMO energy (spin up / spin down) at 0.27 / 0.27 eV. As for the expectation value of S²: 3.760. As for the total charge: 0. The HOMO-LUMO gap (spin up / spin down) comes out at 6.8095 / 7.8486 eV. As for the spin multiplicity: 4.

=====

Molecular formula: C2H2NO3S
Method: DFT, ωB97M-V/def2-TZVPD

The geometry in XYZ format:
```
9
Properties=species:S:1:pos:R:3:nbo_charge:R:1
C 1.33 0.14 0.77 0.323
C -0.12 -0.34 0.37 -0.348
N -1.08 0.52 -1.18 0.464
O 1.83 1.19 0.60 -0.588
O -1.03 1.75 -1.31 -0.423
O -1.73 -0.33 -1.81 -0.460
S 1.81 -1.22 1.68 -0.418
H -1.05 -0.36 1.02 0.223
H 0.04 -1.35 -0.13 0.228
```

The value obtained for the relative energy (zero: lowest compared OMol25 entry of this formula, charge and spin) is 89.2 kcal per mole. The calculation puts the LUMO energy at 3.65 eV. As for the total charge: -1. The HOMO-LUMO gap comes out at 7.7163 eV. As for the spin multiplicity: 1.

=====

Molecular formula: C17H19N3O7
Method: DFT, ωB97M-V/def2-TZVPD

The geometry in XYZ format:
```
46
Properties=species:S:1:pos:R:3:nbo_charge:R:1
O -0.40 -0.57 1.42 -0.607
C 0.20 -1.18 0.57 0.648
O -0.23 -1.45 -0.65 -0.496
C -1.52 -0.89 -0.97 -0.075
C -1.45 0.60 -1.24 -0.437
C -0.97 0.83 -2.69 -0.398
C -0.29 2.18 -2.88 -0.420
C 1.02 2.37 -2.13 -0.009
C 1.17 3.50 -1.36 -0.196
C 2.36 3.75 -0.66 -0.186
C 3.40 2.86 -0.74 -0.205
C 3.30 1.69 -1.52 0.106
N 4.38 0.86 -1.58 -0.360
C 4.18 -0.18 -2.32 0.420
O 5.23 -1.09 -2.43 -0.428
N 5.58 -1.23 -3.85 0.403
O 5.57 -2.34 -4.16 -0.200
C 3.00 -0.46 -3.04 -0.028
N 1.97 0.34 -3.01 -0.363
C 2.10 1.45 -2.22 0.147
H 1.19 -1.61 0.78 0.125
H -1.84 -1.41 -1.87 0.194
H -2.26 -1.14 -0.20 0.195
H -2.49 0.94 -1.19 0.213
H -0.85 1.11 -0.50 0.225
H -0.37 -0.01 -3.00 0.227
H -1.86 0.83 -3.32 0.202
H -0.15 2.40 -3.94 0.227
H -0.98 2.94 -2.52 0.207
H 0.38 4.23 -1.29 0.214
H 2.50 4.64 -0.07 0.221
H 4.32 3.06 -0.22 0.228
H 2.94 -1.37 -3.62 0.204
C -1.92 -3.09 3.70 -0.628
C -2.92 -1.97 3.84 0.062
C -2.70 -1.07 5.03 -0.094
O -4.03 -0.59 5.27 -0.493
C -4.90 -1.54 4.82 0.967
O -6.07 -1.53 5.03 -0.569
O -4.24 -2.48 4.10 -0.498
H -1.80 -3.64 4.63 0.214
H -2.25 -3.81 2.95 0.228
H -0.94 -2.70 3.40 0.229
H -2.97 -1.39 2.91 0.190
H -2.02 -0.25 4.83 0.210
H -2.37 -1.62 5.91 0.181
```

The value obtained for the relative energy (zero: lowest compared OMol25 entry of this formula, charge and spin) is 0.0 kcal per mole. The calculation puts the LUMO energy at -1.05 eV. As for the total charge: 0. The HOMO-LUMO gap comes out at 8.2276 eV. As for the spin multiplicity: 1.

=====

Molecular formula: C39H55AsF6Ge2N3O2PS4SiY
Method: DFT, ωB97M-V/def2-TZVPD

The geometry in XYZ format:
```
115
Properties=species:S:1:pos:R:3:mulliken_charge:R:1
Y 0.32 -0.03 0.87 0.096
C 4.71 -3.70 -0.13 -0.839
C 3.64 -3.99 -1.16 -0.586
O 2.62 -2.99 -1.06 0.019
P 1.11 -3.39 -1.40 0.492
S 0.48 -4.99 -0.51 -0.429
S 0.04 -1.68 -1.26 -0.493
O 1.28 -3.62 -2.99 -0.179
C 0.16 -4.03 -3.77 -0.209
C 0.61 -4.12 -5.21 -1.284
H 5.51 -4.44 -0.21 0.511
H 4.29 -3.75 0.87 0.118
H 5.14 -2.71 -0.30 0.006
H 3.20 -4.98 -1.00 0.539
H 4.05 -3.95 -2.18 0.175
H -0.64 -3.30 -3.65 0.261
H -0.19 -4.99 -3.40 0.362
H 0.97 -3.15 -5.56 0.273
H -0.22 -4.43 -5.85 0.397
H 1.42 -4.84 -5.32 0.307
C -3.50 -3.62 2.33 -1.237
C -2.41 -2.87 1.58 -0.457
Ge -2.00 -1.04 2.28 1.099
C -1.91 -1.27 4.26 -0.573
C -3.24 -1.09 4.99 -1.207
C -3.69 -0.13 1.88 -1.597
C -3.91 0.91 1.06 0.482
Ge -2.72 2.27 0.18 1.594
C -3.63 2.50 -1.56 -0.511
C -4.10 3.90 -1.97 -1.294
C -2.72 3.71 1.54 -0.887
C -3.27 5.08 1.17 -1.138
C -5.34 1.27 0.78 -0.743
C -5.86 2.52 1.09 0.241
C -7.18 2.84 0.80 -0.884
C -8.00 1.91 0.17 -0.459
C -7.49 0.66 -0.15 -0.729
C -6.17 0.34 0.15 -0.059
H -3.68 -4.61 1.89 0.404
H -4.45 -3.08 2.31 0.245
H -3.23 -3.77 3.38 0.269
H -2.67 -2.75 0.52 0.349
H -1.48 -3.45 1.58 0.259
H -1.18 -0.56 4.65 0.354
H -1.50 -2.26 4.44 0.447
H -3.65 -0.08 4.82 0.257
H -3.14 -1.23 6.07 0.386
H -3.99 -1.80 4.63 0.243
H -4.59 -0.59 2.29 0.449
H -4.49 1.82 -1.56 0.601
H -2.92 2.12 -2.30 0.253
H -4.85 4.28 -1.27 0.257
H -4.55 3.88 -2.96 0.424
H -3.27 4.60 -1.98 0.232
H -1.67 3.81 1.84 0.445
H -3.25 3.30 2.41 0.708
H -2.74 5.49 0.32 0.205
H -3.17 5.78 2.01 0.415
H -4.33 5.04 0.91 0.243
H -5.24 3.26 1.59 0.413
H -7.57 3.81 1.06 0.412
H -9.03 2.15 -0.06 0.376
H -8.12 -0.08 -0.63 0.382
H -5.76 -0.63 -0.11 0.418
S -0.66 3.95 -1.00 -0.390
C -0.80 2.34 -0.54 -1.305
N 0.12 1.43 -0.87 1.523
C -0.35 2.81 -6.16 -0.434
C -0.89 1.83 -5.34 -1.023
C -0.36 1.62 -4.08 -0.095
C 0.71 2.38 -3.60 0.627
C 1.24 3.36 -4.44 -0.751
C 0.72 3.58 -5.71 -0.583
Si 1.41 2.05 -1.90 -0.743
C 2.75 0.74 -2.17 0.617
C 4.01 0.90 -1.59 -0.548
C 5.07 0.06 -1.93 -0.557
C 4.89 -0.95 -2.85 -0.504
C 3.64 -1.14 -3.43 -0.582
C 2.59 -0.30 -3.09 0.006
H -0.76 2.98 -7.15 0.367
H -1.72 1.23 -5.69 0.425
H -0.79 0.85 -3.44 0.558
H 2.06 3.98 -4.09 0.380
H 1.14 4.35 -6.34 0.389
H 2.16 3.19 -1.34 -0.200
H 4.18 1.71 -0.89 0.318
H 6.06 0.23 -1.50 0.544
H 5.71 -1.60 -3.12 0.418
H 3.47 -1.95 -4.13 0.319
H 1.62 -0.45 -3.56 0.265
F 1.33 0.69 3.26 -0.564
As 2.21 2.09 2.66 2.306
F 2.53 1.02 1.22 -0.576
F 0.73 2.50 1.84 -0.328
F 3.06 3.34 1.88 -0.485
F 1.80 3.02 4.02 -0.453
F 3.66 1.48 3.37 -0.503
C 5.99 0.05 1.73 -1.150
C 5.13 -0.80 2.60 0.975
C 5.42 -1.17 3.87 -1.143
C 4.47 -1.95 4.56 0.856
N 3.32 -2.32 4.03 -0.538
C 3.02 -1.93 2.77 -0.363
S 1.57 -2.35 2.04 -0.292
N 3.96 -1.23 2.07 1.642
C 4.74 -2.40 5.96 -1.344
H 6.93 0.27 2.23 0.477
H 5.47 0.99 1.51 0.181
H 6.19 -0.45 0.78 0.129
H 6.34 -0.85 4.34 0.430
H 3.72 -0.97 1.12 -0.929
H 5.70 -2.90 6.03 0.349
H 3.94 -3.06 6.30 0.346
H 4.77 -1.53 6.62 0.316
```

The value obtained for the relative energy (zero: lowest compared OMol25 entry of this formula, charge and spin) is 35.0 kcal per mole. The calculation puts the LUMO energy at 1.73 eV. As for the total charge: -1. The HOMO-LUMO gap comes out at 6.5754 eV. As for the spin multiplicity: 1.

=====

Molecular formula: C28H39F11N2O8S2
Method: DFT, ωB97M-V/def2-TZVPD

The geometry in XYZ format:
```
90
Properties=species:S:1:pos:R:3:mulliken_charge:R:1
C 2.06 -2.66 0.79 -0.852
C 3.12 -2.10 1.72 -0.533
C 2.61 -1.19 2.88 -0.660
C 1.10 -1.10 3.04 -1.206
N 0.46 -0.24 2.03 0.302
N 0.48 1.17 2.43 -0.066
C -0.63 1.75 1.69 -0.332
O -1.65 2.11 2.15 -0.536
C -0.13 1.82 0.28 0.683
C -0.83 1.81 -0.92 0.331
C -2.33 1.67 -0.93 -1.502
C -2.73 0.21 -0.60 0.049
C -3.21 -0.62 -1.78 -1.345
C -2.19 -0.81 -2.90 -0.634
C -1.15 -1.92 -2.65 1.003
F 0.02 -1.53 -3.22 -0.348
F -0.96 -2.09 -1.33 -0.303
C -1.61 -3.24 -3.32 0.489
F -1.45 -3.10 -4.64 -0.281
F -2.92 -3.44 -3.10 -0.284
S -0.70 -4.81 -2.76 1.448
F -1.34 -4.65 -1.33 -0.284
F 0.57 -3.97 -2.35 -0.270
F -0.07 -5.05 -4.20 -0.308
F -1.94 -5.70 -3.20 -0.328
F 0.03 -6.11 -2.25 -0.301
C -0.07 1.91 -2.09 -0.994
C 1.32 1.99 -2.11 0.646
C 1.97 2.04 -3.48 -1.558
C 2.67 0.70 -3.80 -0.390
F 3.88 0.90 -4.42 -0.394
C 2.01 1.99 -0.87 0.964
S 3.77 2.07 -0.80 1.294
O 4.30 2.56 -2.03 -0.636
O 4.23 2.66 0.40 -0.637
F 4.12 0.55 -0.73 -0.208
C 1.26 1.90 0.31 0.706
C 1.61 1.85 1.80 -0.852
O 2.51 2.29 2.41 -0.431
H 2.56 -3.09 -0.08 0.503
H 1.51 -3.49 1.23 0.330
H 1.37 -1.92 0.40 -0.041
H 3.63 -2.95 2.18 0.321
H 3.84 -1.53 1.14 0.231
H 3.04 -0.20 2.80 0.123
H 2.98 -1.62 3.81 0.459
H 0.60 -2.06 3.02 0.624
H 0.89 -0.68 4.03 0.549
H -0.52 -0.51 2.01 0.145
H -2.71 2.28 -0.11 0.540
H -2.75 2.01 -1.87 0.536
H -3.54 0.22 0.13 0.464
H -1.89 -0.26 -0.09 -0.089
H -3.63 -1.57 -1.47 0.473
H -4.04 -0.08 -2.23 0.491
H -1.66 0.11 -3.15 -0.039
H -2.73 -1.07 -3.81 0.509
H -0.59 1.91 -3.04 0.724
H 2.64 2.88 -3.60 0.575
H 1.17 2.14 -4.20 0.548
H 2.84 0.14 -2.88 0.192
H 2.02 0.10 -4.43 0.349
C -0.40 -6.17 6.37 -1.005
C 0.53 -5.01 6.09 -0.435
O -0.05 -4.07 5.18 -0.342
C -0.85 -3.06 5.58 0.908
C -1.41 -3.06 6.98 -1.246
O -1.15 -2.21 4.78 -0.513
H -1.31 -5.85 6.86 0.270
H 0.09 -6.91 7.00 0.368
H -0.69 -6.66 5.43 0.307
H 0.86 -4.52 7.00 0.346
H 1.43 -5.37 5.59 0.353
H -2.35 -3.60 6.98 0.302
H -1.59 -2.03 7.27 0.309
H -0.74 -3.49 7.72 0.393
C -2.44 7.59 -3.24 -1.122
C -2.30 6.27 -2.50 -0.368
O -1.46 5.35 -3.20 -0.367
C -0.13 5.32 -3.06 0.946
C 0.58 6.47 -2.38 -1.213
O 0.48 4.41 -3.54 -0.536
H -1.48 8.10 -3.32 0.282
H -3.13 8.25 -2.72 0.379
H -2.80 7.42 -4.25 0.305
H -1.96 6.41 -1.47 0.353
H -3.27 5.78 -2.44 0.364
H 0.83 7.22 -3.12 0.305
H 1.50 6.09 -1.94 0.317
H 0.00 6.93 -1.58 0.378
```

The calculation puts the LUMO energy at -0.35 eV. As for the total charge: 0. The HOMO-LUMO gap comes out at 8.3986 eV. As for the spin multiplicity: 1.

=====

Molecular formula: C5H12O
Method: DFT, ωB97M-V/def2-TZVPD

The geometry in XYZ format:
```
18
Properties=species:S:1:pos:R:3:nbo_charge:R:1
C -1.40 -2.10 0.58 -0.601
C -1.21 -0.57 0.46 -0.455
C 0.12 -0.04 -0.08 0.218
C -0.03 1.78 -0.85 -0.760
O 1.06 0.01 0.90 -0.523
C 2.14 0.73 0.39 -0.280
H -1.26 -2.62 -0.38 0.203
H -0.71 -2.55 1.31 0.212
H -2.42 -2.34 0.92 0.214
H -1.38 -0.12 1.44 0.215
H -1.98 -0.18 -0.22 0.211
H 0.48 -0.58 -0.97 0.152
H -0.44 1.48 -1.81 0.201
H 0.59 2.69 -1.13 0.224
H -0.77 2.21 -0.18 0.204
H 2.70 0.15 -0.36 0.158
H 1.56 1.54 -0.17 0.217
H 2.79 0.99 1.24 0.191
```

The value obtained for the relative energy (zero: lowest compared OMol25 entry of this formula, charge and spin) is 74.0 kcal per mole. The calculation puts the LUMO energy at 1.18 eV. As for the total charge: 0. The HOMO-LUMO gap comes out at 10.4718 eV. As for the spin multiplicity: 1.

=====

Molecular formula: C21H37AlB3BeCl3F3LiN2O15P2
Method: DFT, ωB97M-V/def2-TZVPD

The geometry in XYZ format:
```
89
Properties=species:S:1:pos:R:3:mulliken_charge:R:1
C 6.17 -3.01 1.22 -0.887
C 6.03 -2.55 -0.12 -0.325
C 5.63 -1.95 -1.61 1.902
N 5.96 -2.98 -2.70 -0.707
O 6.25 -0.65 -2.02 -0.657
B 5.33 0.35 -1.38 1.492
B 5.35 1.91 -1.90 -0.291
O 4.95 2.15 -3.33 -0.547
O 5.68 3.11 -1.10 -0.451
C 6.40 2.77 0.14 -0.456
O 4.00 -0.16 -1.87 -0.622
C 4.02 -1.61 -1.59 -0.545
P 3.10 -1.65 0.13 0.037
P 1.02 -1.21 -0.41 0.743
O 0.11 -2.43 0.03 -0.450
O 0.50 0.30 0.33 -0.395
O 0.87 -0.98 -2.15 -0.450
H 6.32 -3.28 2.38 0.305
H 5.12 -3.20 -3.29 0.322
H 6.65 -2.56 -3.37 0.334
H 5.36 0.16 -0.20 -0.429
H 3.95 2.30 -3.30 0.277
H 7.43 2.21 -0.03 -0.039
H 6.69 3.81 0.65 0.292
H 5.72 2.22 0.95 0.289
H 3.32 -2.32 -2.21 0.271
H 3.57 -0.55 0.96 -0.062
H 0.04 0.81 -0.41 0.387
H 1.25 -0.06 -2.38 0.345
Li 7.64 0.86 0.48 0.902
Al 0.74 1.99 1.02 0.606
F 2.57 -0.23 -5.57 -0.205
C 1.37 -0.52 -6.08 0.328
C 0.42 -1.15 -5.27 -0.124
C -0.84 -1.45 -5.80 -0.570
C -1.13 -1.13 -7.13 -0.438
C -0.18 -0.50 -7.93 -0.446
C 1.08 -0.19 -7.40 -0.410
H 0.67 -1.40 -4.25 0.448
H -1.58 -1.94 -5.18 0.375
H -2.11 -1.37 -7.53 0.375
H -0.41 -0.25 -8.96 0.375
H 1.83 0.30 -8.00 0.429
O 4.55 -5.72 0.85 -0.436
H 4.62 -4.81 0.63 0.315
C 4.91 -6.86 3.79 -0.694
O 5.88 -6.07 4.47 -0.273
C 5.89 -6.31 5.88 -0.469
C 7.07 -7.21 6.27 -0.456
O 6.92 -8.53 5.74 -0.329
C 7.72 -8.75 4.59 -0.664
H 5.10 -6.80 2.71 0.256
H 4.97 -7.92 4.08 0.354
H 3.91 -6.48 3.99 0.375
H 4.94 -6.75 6.21 0.346
H 6.01 -5.34 6.37 0.374
H 7.09 -7.30 7.36 0.383
H 8.02 -6.77 5.95 0.332
H 8.77 -8.85 4.89 0.335
H 7.63 -7.93 3.87 0.291
H 7.40 -9.68 4.11 0.257
B -4.76 4.33 1.28 0.652
O -3.40 3.78 1.30 -0.414
C -2.64 4.57 0.53 0.662
O -1.45 4.40 0.34 -0.621
C -3.44 5.64 -0.01 0.530
O -3.05 6.53 -0.75 -0.609
O -4.71 5.51 0.42 -0.411
F -5.17 4.70 2.62 -0.371
F -5.68 3.35 0.73 -0.363
C -7.84 6.45 1.62 -0.086
Cl -8.55 4.85 1.86 -0.160
Cl -9.07 7.64 1.19 -0.212
H -7.35 6.76 2.55 0.314
H -7.10 6.39 0.82 0.170
C -12.92 4.28 1.62 0.182
O -13.51 3.22 1.77 -0.469
N -13.40 5.38 0.95 0.152
C -12.63 6.60 0.82 -0.234
C -14.73 5.32 0.37 -0.914
H -11.90 4.43 2.03 0.260
H -13.19 7.42 1.28 0.424
H -12.48 6.81 -0.25 -0.176
H -11.66 6.50 1.30 0.223
H -15.46 5.12 1.16 0.317
H -14.76 4.51 -0.36 0.325
H -14.97 6.27 -0.13 0.401
Cl -0.66 -4.14 1.31 0.258
Be -11.76 7.52 -1.97 0.544
```

The calculation puts the LUMO energy at -10.95 eV. As for the total charge: +2. The HOMO-LUMO gap comes out at 0.7551 eV. As for the spin multiplicity: 1.